C22H60O22S7 | ωB97M-V/def2-TZVPD

Values from the calculation:
ΔE to the lowest compared entry with this formula, charge and spin = 101.42 kcal/mol
structure (SMILES) = CCOS(C)(=O)=O.CCOS(C)(=O)=O.CCOS(C)(=O)=O.CCOS(C)(=O)=O.CCOS(C)(=O)=O.CCOS(C)(=O)=O.CCOS(C)(=O)=O.CO
charge = 0
maximum force = 4.057 eV Å⁻¹
HOMO-LUMO gap = 9.62 eV
energy = -144669.970 eV

```
111
C22H60O22S7 ωB97M-V/def2-TZVPD
S 0.6687 4.7687 -2.8592
S 5.5096 3.2594 -0.0949
S 0.5541 -2.9888 0.3813
S -3.5081 -3.0448 3.2479
S -2.9513 -0.7294 -4.2431
S 2.3354 -0.2118 5.0112
S -5.7247 1.9862 0.0454
O -3.0436 -1.0431 -5.6459
O 0.5029 5.5971 -4.2795
O -4.6575 -2.5061 3.9622
O 6.1878 3.0641 1.1919
O -0.6478 0.5413 1.9345
O 4.5726 4.4108 -0.1487
O 3.4232 0.8310 4.3857
O 2.2579 -0.0787 6.4465
O -0.0076 -4.4657 0.9794
O 2.0424 4.8917 -2.3251
O -3.6299 -4.1600 2.2349
O -2.9170 0.6546 -3.8054
O 0.8136 -2.1298 1.5140
O -5.5264 0.8946 0.9638
O -2.3860 -3.4995 4.3583
O 1.1295 -0.1767 4.1773
O -0.4064 5.1908 -2.0216
O -4.1895 -1.5034 -3.4513
O -6.8986 2.8565 -0.0381
O -4.4623 3.0717 0.1362
O 4.7125 1.8805 -0.6030
O -0.3631 -2.6388 -0.7205
C 0.0505 0.5380 0.6920
C -3.1125 2.6537 0.4341
C 5.1103 0.6590 -0.1579
C 2.3787 3.0255 4.9014
C -1.4642 -1.5641 -3.5353
C -4.3897 -2.8696 -3.8775
C 3.0017 2.0848 3.8271
C -2.5086 -1.6188 2.5781
C 1.3518 7.0107 -6.1489
C 6.9029 3.3157 -1.3820
C -5.3651 1.4365 -1.6663
C -5.6389 -3.2704 -4.6898
C 1.6926 5.9931 -4.9415
C -0.4663 -5.3698 -0.0322
C 0.2709 2.9875 -3.3652
C 4.0563 -0.4675 -0.2854
C -2.3389 3.6832 1.2957
C 2.1947 -3.4986 -0.2027
C -0.5624 -4.8942 5.0752
C 3.2295 -1.8165 4.4907
C -1.3068 -4.3195 3.8662
C -0.5142 -6.7758 0.5144
H -1.9499 3.2314 2.2081
H 1.1796 6.3903 -7.0284
H 1.3003 2.8542 -3.6978
H 4.0306 -1.9119 5.2237
H 2.2844 6.5180 -4.1916
H 0.1229 1.5474 0.2871
H -0.5063 -7.5285 -0.2740
H 2.1321 5.0441 -5.2488
H -2.5193 2.1900 -0.3541
H -0.6091 0.0145 -0.0001
H -2.9240 4.4878 1.7412
H 6.4946 3.1390 -2.3770
H 2.2952 4.0362 4.5019
H -1.5081 4.0857 0.7161
H 5.9893 0.3333 -0.7141
H 2.2213 1.9464 3.0787
H -0.5440 -1.0822 -3.8655
H 0.5567 7.6776 -5.8155
H 0.0033 0.4211 2.6296
H -3.2767 1.8586 1.1614
H -1.0376 -5.8445 5.3185
H 2.2693 -4.5452 -0.4980
H 0.0203 2.5127 -2.4165
H -4.2826 1.3598 -1.7676
H 3.0668 3.1329 5.7399
H -5.6402 -4.3186 -4.9887
H -2.1982 -1.8958 1.5706
H -1.4663 -1.4006 -2.4576
H -0.4988 -3.7201 3.4467
H 1.0679 0.1712 0.8278
H 3.7678 2.5552 3.2107
H 2.1880 7.6359 -6.4618
H -6.5585 -3.2680 -4.1046
H 3.9904 -1.0739 -1.1888
H 2.5158 -2.6359 4.5759
H -4.6820 -3.3544 -2.9460
H -3.1847 -0.7928 2.7988
H 3.7361 -1.6617 3.5381
H 1.4299 2.6325 5.2665
H -3.4363 -3.3540 -4.0883
H -5.9293 -2.6474 -5.5357
H 5.4615 0.6302 0.8736
H 7.7205 2.6231 -1.1818
H -1.5441 -5.0982 3.1413
H -0.7117 -4.2656 5.9530
H 2.8412 -3.2090 0.6258
H -1.2699 -6.9560 1.2790
H -5.8906 0.5203 -1.9355
H 4.2720 -1.1978 0.4945
H 0.4747 -5.0189 4.7638
H 0.1515 -5.2059 -0.9151
H -1.5525 -2.5885 -3.8971
H -5.6225 2.3023 -2.2765
H -1.4637 -5.0164 -0.2938
H 7.3083 4.3216 -1.2725
H -0.4739 3.0310 -4.1599
H -1.5928 -1.5111 3.1594
H 2.4350 -2.8254 -1.0255
H 0.4900 -6.9533 0.8994
H 3.0935 0.0319 -0.1773
```